No. 1
{"formula": "C4H9NO2", "method": "ωB97M-V/def2-TZVPD", "total_energy_ev": -9868.8322, "total_charge": 1, "multiplicity": 2, "lumo_energy_ev": [-4.888, -9.145], "e_homo_ev": [-14.4, -14.3], "relative_energy_kcal_mol": 54.6, "symbols": ["C", "O", "C", "C", "C", "N", "O", "H", "H", "H", "H", "H", "H", "H", "H", "H"], "positions_angstrom": [[0.067, -1.557, -1.396], [-0.642, -2.207, -0.380], [1.094, -0.685, -0.762], [0.862, 0.104, 0.555], [-0.292, 1.150, 0.630], [0.184, 2.424, 0.548], [-1.464, 0.928, 1.032], [0.519, -2.274, -2.080], [-0.518, -0.923, -2.052], [-1.520, -2.304, -0.703], [1.988, -1.256, -0.432], [1.430, 0.037, -1.515], [0.721, -0.467, 1.463], [1.887, 0.691, 0.822], [1.186, 2.570, 0.883], [-0.521, 3.119, 0.395]], "forces_ev_per_angstrom": [[0.083, 0.064, -0.025], [0.224, 0.251, 0.352], [1.910, 0.877, 0.731], [1.053, 0.637, 0.856], [2.039, 1.352, 1.359], [0.125, -1.757, 0.191], [1.093, -0.113, -1.438], [0.404, -0.072, 0.094], [-0.824, 0.134, 0.061], [-1.250, -0.533, -0.068], [-0.369, 0.032, -0.472], [0.191, -0.129, 0.127], [-0.230, -0.893, -0.170], [-2.517, -0.978, -0.964], [-2.077, 0.126, -1.157], [0.146, 1.002, 0.525]], "mulliken_spin": [0.003, 0.006, 0.001, 0.062, -0.029, 0.094, 0.836, 0.000, 0.001, 0.000, 0.018, 0.000, -0.001, 0.012, -0.003, 0.000]}

No. 2
{"formula": "C4H9NO2", "method": "ωB97M-V/def2-TZVPD", "total_energy_ev": -9868.7278, "total_charge": 1, "multiplicity": 2, "lumo_energy_ev": [-3.715, -9.538], "e_homo_ev": [-15.0, -14.9], "relative_energy_kcal_mol": 57.1, "symbols": ["C", "C", "C", "C", "O", "O", "N", "H", "H", "H", "H", "H", "H", "H", "H", "H"], "positions_angstrom": [[-0.422, 0.074, -1.715], [-0.428, 0.218, -0.216], [0.734, -0.661, 0.383], [0.934, -0.029, 1.696], [1.539, 1.277, 1.530], [0.677, -0.517, 2.789], [-1.665, -0.127, 0.496], [-0.465, -0.957, -1.984], [-0.980, 0.808, -2.331], [0.574, 0.306, -2.051], [-0.151, 1.230, -0.007], [1.627, -0.377, -0.134], [0.422, -1.687, 0.289], [1.851, 1.162, 0.613], [-1.852, -1.124, 0.589], [-2.395, 0.402, 0.052]], "forces_ev_per_angstrom": [[-0.205, 0.656, -1.630], [1.435, -1.302, 1.999], [-1.767, 1.572, -0.926], [1.105, 0.176, 4.403], [-1.193, -3.018, -0.127], [0.296, 1.697, -2.834], [1.436, 0.158, -3.262], [-0.947, -0.736, -0.487], [-0.546, -0.841, 0.642], [0.783, 0.364, 0.403], [-0.525, 1.085, 0.306], [0.496, -0.800, -1.027], [0.555, -0.499, 0.496], [0.449, 1.121, 0.534], [-0.139, -0.091, 0.814], [-1.233, 0.456, 0.694]], "mulliken_spin": [0.151, -0.032, -0.001, 0.000, 0.017, 0.039, 0.816, -0.002, -0.004, 0.001, 0.038, -0.004, -0.001, -0.001, -0.008, -0.010]}

No. 3
{"formula": "C4H9NO2", "method": "ωB97M-V/def2-TZVPD", "total_energy_ev": -9869.0575, "total_charge": 1, "multiplicity": 2, "lumo_energy_ev": [-3.952, -9.173], "e_homo_ev": [-15.4, -15.3], "relative_energy_kcal_mol": 49.5, "symbols": ["C", "N", "C", "C", "C", "O", "O", "H", "H", "H", "H", "H", "H", "H", "H", "H"], "positions_angstrom": [[-0.871, -0.605, 1.723], [-1.097, -0.345, 0.350], [0.090, 1.757, -0.208], [-0.151, 0.315, -0.578], [1.123, -0.635, -0.457], [0.663, -1.956, -0.866], [0.118, -0.172, 2.248], [-1.569, -1.271, 2.238], [-1.921, -0.706, -0.128], [-0.868, 2.143, 0.161], [0.531, 2.294, -1.063], [0.803, 1.923, 0.603], [-0.624, 0.186, -1.556], [1.870, -0.364, -1.216], [1.518, -0.756, 0.535], [0.384, -1.809, -1.785]], "forces_ev_per_angstrom": [[0.429, -0.205, 0.240], [0.211, 0.827, -0.923], [0.325, 0.920, 0.521], [0.039, -1.551, 1.572], [-0.543, -1.751, -2.184], [0.024, 1.340, 0.068], [-0.147, 0.210, -0.096], [-0.360, 0.108, -0.319], [-0.119, -0.380, 0.506], [0.316, 0.515, -0.587], [-0.683, -0.149, 0.133], [-0.047, -0.519, 0.034], [0.297, 0.197, 0.069], [-0.037, 0.680, 0.576], [0.082, 0.488, 0.274], [0.212, -0.730, 0.116]], "mulliken_spin": [-0.106, 0.703, 0.082, -0.004, 0.094, 0.010, 0.266, -0.004, -0.035, -0.012, 0.007, -0.002, -0.007, 0.004, -0.001, 0.004]}

No. 4
{"formula": "C4H9NO2PS2", "method": "ωB97M-V/def2-TZVPD", "total_energy_ev": -40837.9516, "total_charge": -1, "lumo_energy_ev": [2.678, 3.086], "e_homo_ev": [-2.2, -3.6], "relative_energy_kcal_mol": 57.6, "symbols": ["C", "C", "C", "C", "N", "O", "O", "P", "S", "S", "H", "H", "H", "H", "H", "H", "H", "H", "H"], "positions_angstrom": [[-1.254, 0.290, -0.350], [-3.502, -0.548, 0.238], [0.733, 2.110, 0.157], [1.056, -1.897, -0.203], [-2.201, -0.486, -0.355], [3.782, 1.170, 0.520], [2.932, -0.081, -1.573], [2.815, 0.280, -0.142], [-0.989, 1.834, 0.498], [2.238, -1.362, 1.047], [-4.132, -1.192, -0.382], [-3.969, 0.438, 0.349], [-3.415, -1.007, 1.228], [1.184, 2.566, 1.037], [0.876, 2.759, -0.711], [1.369, 1.125, -0.030], [1.600, -2.091, -1.122], [0.298, -1.107, -0.368], [0.577, -2.801, 0.163]], "forces_ev_per_angstrom": [[0.375, -0.436, -0.213], [-0.009, 0.130, 0.138], [-0.205, 1.026, 0.150], [-0.266, -0.287, -0.042], [-0.070, -0.473, -0.385], [0.167, 0.302, 0.708], [-0.216, -0.204, -0.190], [1.459, -0.638, -0.699], [-0.007, 0.298, 0.360], [0.058, 0.221, 0.006], [-0.083, 0.144, 0.145], [-0.036, 0.046, 0.000], [-0.094, 0.043, -0.036], [0.035, -0.067, -0.043], [0.104, -0.196, 0.027], [-1.343, 0.604, 0.119], [-0.097, -0.071, -0.070], [0.336, -0.401, 0.009], [-0.108, -0.041, 0.015]], "mulliken_charge": [-0.162, -0.743, -0.277, -0.002, -0.347, -0.680, -0.642, 0.726, -0.234, -0.218, 0.263, 0.271, 0.257, 0.368, 0.375, -0.249, 0.243, -0.244, 0.296]}

No. 5
{"formula": "C4H9NO2S", "method": "ωB97M-V/def2-TZVPD", "total_energy_ev": -20708.8978, "total_charge": 0, "lumo_energy_ev": -0.019, "e_homo_ev": -8.6, "relative_energy_kcal_mol": 141.5, "symbols": ["C", "C", "C", "C", "H", "H", "H", "H", "H", "H", "H", "H", "H", "N", "O", "O", "S"], "positions_angstrom": [[-0.691, -2.528, 1.219], [-0.970, -0.499, 0.410], [-0.291, 0.556, -0.460], [0.812, 1.353, -0.045], [-0.658, -2.091, 2.156], [-0.012, -3.481, 1.252], [-1.718, -2.816, 0.973], [-1.348, 0.966, -0.833], [0.598, 0.663, -2.162], [1.580, 0.891, 0.599], [0.574, 2.126, 0.631], [0.794, 3.056, -1.082], [2.632, 1.709, -1.444], [1.274, 1.994, -1.267], [-0.307, -1.613, 0.274], [0.112, -0.167, -1.615], [-2.379, -0.117, 1.393]], "forces_ev_per_angstrom": [[0.077, -4.672, -0.325], [-0.804, 2.007, 1.410], [-6.155, -3.216, -2.880], [2.123, 1.533, 1.949], [-0.092, 0.742, 2.019], [-1.072, 1.933, -0.586], [0.089, -0.310, 0.421], [2.453, 1.091, 0.992], [-1.538, -2.716, 1.848], [-0.114, -0.827, -0.967], [-1.047, 0.937, 0.938], [3.149, -3.186, -1.511], [-5.380, 2.173, 0.859], [3.208, 2.343, -0.298], [0.233, 0.820, 0.111], [1.967, 2.329, -2.128], [2.903, -0.980, -1.851]], "mulliken_charge": [-0.841, -0.045, 0.345, -0.592, 0.415, 0.193, 0.379, 0.090, 0.470, 0.348, 0.331, 0.316, 0.320, -0.677, -0.247, -0.627, -0.179]}

No. 6
{"formula": "C4H9NO2S2", "method": "ωB97M-V/def2-TZVPD", "total_energy_ev": -31546.9210, "total_charge": 0, "smiles": "O=CSCCNCSO", "lumo_energy_ev": 0.352, "e_homo_ev": -8.5, "relative_energy_kcal_mol": 55.1, "symbols": ["O", "C", "S", "C", "C", "N", "C", "S", "O", "H", "H", "H", "H", "H", "H", "H", "H", "H"], "positions_angstrom": [[-0.999, -1.217, 2.060], [-1.624, -0.376, 1.408], [-2.737, -0.860, 0.055], [-1.823, -0.167, -1.386], [-0.307, -0.408, -1.019], [0.014, 0.400, 0.110], [1.115, -0.126, 0.950], [2.688, -0.188, -0.056], [3.212, 1.389, 0.145], [-1.793, 0.721, 1.816], [-1.938, 0.845, -1.381], [-2.156, -0.752, -2.256], [-0.205, -1.496, -0.813], [0.132, -0.073, -1.972], [0.087, 1.351, -0.087], [0.952, -1.173, 1.253], [1.544, 0.561, 1.713], [3.836, 1.569, -0.541]], "forces_ev_per_angstrom": [[-1.689, 1.383, -0.975], [0.606, 0.393, 2.229], [-0.226, -0.040, -0.195], [1.253, -3.440, 2.100], [-1.897, -0.175, -2.204], [0.653, -2.401, 2.019], [1.917, 1.259, -2.140], [-0.036, -1.059, 0.042], [-0.903, 0.121, 1.059], [0.252, -1.977, -0.729], [-0.811, 2.774, -0.751], [0.192, 0.656, 0.184], [0.424, 0.824, -0.146], [0.952, -0.502, 0.483], [0.299, 1.750, -0.319], [-0.120, 0.750, 0.137], [-1.407, -0.487, 0.016], [0.541, 0.170, -0.812]], "mulliken_charge": [-0.531, 0.259, -0.163, -0.729, -0.715, -0.201, -0.715, 0.059, -0.456, 0.276, 0.413, 0.391, 0.413, 0.381, 0.214, 0.472, 0.319, 0.311]}

No. 7
{"formula": "C4H9NO2S2", "method": "ωB97M-V/def2-TZVPD", "total_energy_ev": -31545.3559, "total_charge": 0, "multiplicity": 3, "lumo_energy_ev": [0.695, -0.308], "e_homo_ev": [-6.8, -9.5], "relative_energy_kcal_mol": 0.0, "symbols": ["C", "C", "C", "C", "N", "O", "O", "S", "S", "H", "H", "H", "H", "H", "H", "H", "H", "H"], "positions_angstrom": [[-1.964, 0.270, -0.613], [0.700, 0.277, -0.148], [-4.936, 0.575, -0.178], [4.047, -1.402, 0.491], [-0.704, 0.543, -0.088], [1.434, -0.129, -1.015], [5.313, 0.972, 0.534], [-3.255, 0.852, 0.466], [4.995, -0.125, -0.419], [-2.367, -0.317, -1.473], [1.283, 0.566, 0.742], [-4.963, -0.460, -0.532], [-4.928, 1.300, -0.996], [-5.613, 0.803, 0.590], [3.704, -0.911, 1.414], [3.225, -1.725, -0.215], [4.870, -2.199, 0.719], [-0.841, 1.110, 0.720]], "forces_ev_per_angstrom": [[-2.057, -0.593, -1.025], [0.027, 0.298, -0.219], [2.712, -0.329, -2.312], [1.399, -0.616, -0.504], [1.448, -0.373, 0.093], [-1.249, -0.676, -1.040], [0.031, 0.177, 0.330], [1.043, 0.221, 1.427], [-0.363, -0.305, -0.258], [1.583, 0.463, 0.674], [-1.244, 0.475, 0.614], [-0.545, 0.257, 0.053], [-0.981, -0.368, -0.056], [-0.771, 0.231, 0.996], [-0.058, -0.395, -0.371], [0.925, 0.089, 1.082], [-1.948, 1.057, -0.284], [0.048, 0.386, 0.801]], "mulliken_spin": [0.720, 0.009, 0.001, -0.029, 0.038, 0.090, 0.385, 0.118, 0.606, 0.009, 0.011, 0.004, 0.005, 0.001, -0.006, 0.009, 0.037, -0.008]}

No. 8
{"formula": "C4H9NO3", "method": "ωB97M-V/def2-TZVPD", "total_energy_ev": -11925.9912, "total_charge": 0, "smiles": "NC(=O)O.C=CCO", "lumo_energy_ev": 0.482, "e_homo_ev": -9.9, "relative_energy_kcal_mol": 35.8, "symbols": ["N", "C", "O", "O", "H", "H", "H", "C", "C", "C", "O", "H", "H", "H", "H", "H", "H"], "positions_angstrom": [[-1.824, 1.396, 0.449], [-1.031, 1.723, -0.660], [-0.351, 2.748, -0.738], [-1.251, 0.893, -1.736], [-1.428, 1.898, 1.252], [-1.865, 0.394, 0.631], [-2.017, 0.333, -1.575], [1.761, 0.519, 0.305], [1.157, -0.509, -0.315], [0.848, -1.851, 0.280], [-0.578, -1.816, 0.551], [1.772, 1.522, -0.091], [2.312, 0.352, 1.240], [0.866, -0.364, -1.356], [1.099, -2.632, -0.460], [1.412, -1.981, 1.234], [-0.882, -2.626, 0.990]], "forces_ev_per_angstrom": [[1.316, 0.185, 0.118], [-0.402, 1.694, -0.516], [-1.137, -2.567, 0.032], [0.554, 0.908, 0.474], [-0.514, -0.320, -0.326], [0.072, 0.203, -0.011], [0.009, -0.084, 0.162], [0.074, -1.286, 0.252], [0.658, 0.937, -0.083], [0.187, 0.287, 0.366], [0.065, -0.244, 0.001], [0.258, -0.047, -0.356], [-0.631, 0.157, -0.043], [-0.446, 0.004, 0.336], [-0.175, 0.049, 0.508], [-0.312, -0.108, -0.661], [0.423, 0.231, -0.252]], "mulliken_charge": [-0.558, 0.665, -0.569, -0.441, 0.282, 0.257, 0.328, -0.756, -0.098, -0.345, -0.487, 0.309, 0.229, 0.354, 0.258, 0.303, 0.268]}

No. 9
{"formula": "C4H9NO3", "method": "ωB97M-V/def2-TZVPD", "total_energy_ev": -11924.9356, "total_charge": 0, "smiles": "CC(=O)C(N)=O.CO", "lumo_energy_ev": 0.215, "e_homo_ev": -9.2, "relative_energy_kcal_mol": 60.1, "symbols": ["C", "C", "O", "C", "N", "O", "H", "H", "H", "H", "H", "C", "O", "H", "H", "H", "H"], "positions_angstrom": [[0.935, 0.807, 1.342], [0.007, 0.909, 0.166], [-0.243, 1.965, -0.410], [-1.345, -0.156, 0.376], [-2.482, 0.461, -0.013], [-1.243, -1.292, 0.797], [0.907, 1.737, 1.912], [1.955, 0.665, 0.980], [0.729, -0.019, 2.023], [-2.420, 1.420, -0.341], [-3.356, -0.044, -0.043], [1.204, -0.810, -1.397], [1.552, -1.771, -0.434], [2.019, -0.100, -1.524], [0.949, -1.281, -2.352], [0.101, -0.358, -1.027], [0.732, -2.133, -0.054]], "forces_ev_per_angstrom": [[1.279, -0.418, -0.355], [-4.261, 1.824, 2.135], [0.929, -1.750, 0.194], [1.018, 0.865, -0.796], [0.449, 0.021, 0.097], [0.064, 0.410, -0.082], [-0.141, 0.047, -0.342], [0.119, 0.063, 0.141], [-0.248, -0.089, -0.354], [0.011, -0.365, 0.014], [0.173, 0.093, 0.093], [-2.899, -0.228, 0.758], [0.044, -0.242, 0.282], [-0.340, 0.222, 0.154], [0.161, 0.105, -0.153], [3.284, -0.752, -1.639], [0.356, 0.194, -0.147]], "mulliken_charge": [-1.067, 0.728, -0.633, 0.354, -0.390, -0.619, 0.386, 0.278, 0.317, 0.220, 0.235, -0.403, -0.480, 0.276, 0.316, 0.127, 0.352]}

No. 10
{"formula": "C4H9NO3", "method": "ωB97M-V/def2-TZVPD", "total_energy_ev": -11924.2946, "total_charge": 0, "smiles": "N[C@H](C=O)CC=O.O", "lumo_energy_ev": 0.607, "e_homo_ev": -9.8, "relative_energy_kcal_mol": 74.9, "symbols": ["N", "C", "C", "O", "C", "C", "O", "H", "H", "H", "H", "H", "H", "H", "O", "H", "H"], "positions_angstrom": [[-2.094, 1.789, -0.013], [-0.859, 1.468, 0.860], [0.462, 2.204, 0.432], [1.299, 2.474, 1.241], [-0.566, -0.060, 0.568], [-1.379, -0.893, 1.515], [-2.247, -1.585, 1.058], [-2.092, 1.257, -0.930], [-1.970, 2.705, -0.221], [-1.075, 1.702, 1.950], [0.629, 2.609, -0.533], [-0.828, -0.403, -0.391], [0.438, -0.124, 0.913], [-1.084, -0.726, 2.530], [4.284, -4.386, -4.263], [4.355, -4.288, -3.350], [3.651, -3.589, -4.415]], "forces_ev_per_angstrom": [[1.419, -3.567, 0.921], [-0.986, -0.754, -2.423], [-1.523, 0.216, 1.979], [0.670, -0.270, 0.838], [-0.397, 1.540, 2.979], [-0.086, 0.559, -2.375], [-0.283, -0.518, 1.076], [0.268, 0.780, 1.651], [-0.236, 3.615, -1.043], [0.356, -0.364, -1.335], [-0.425, -0.030, -1.918], [0.292, 0.022, -1.435], [1.251, -0.803, -0.378], [-0.321, -0.425, 1.464], [-2.218, 2.384, -2.512], [0.630, -0.255, 2.730], [1.590, -2.131, -0.219]], "mulliken_charge": [-0.625, 0.242, -0.271, -0.438, -0.773, 0.013, -0.477, 0.248, 0.235, 0.296, 0.443, 0.402, 0.326, 0.379, -0.631, 0.304, 0.327]}